{"formula": "C29H32Cl2FeN6O4P2S", "method": "the ωB97M-V functional and the def2-TZVPD basis", "elements": ["Fe", "Cl", "C", "C", "C", "Cl", "C", "O", "C", "C", "O", "C", "H", "H", "H", "C", "P", "C", "C", "C", "P", "C", "C", "H", "H", "H", "H", "H", "H", "H", "H", "H", "H", "H", "H", "H", "H", "H", "H", "N", "C", "C", "C", "C", "C", "C", "S", "O", "O", "N", "C", "N", "C", "C", "C", "N", "H", "H", "H", "H", "H", "H", "H", "H", "H", "N", "C", "C", "C", "C", "N", "C", "C", "H", "H", "H", "H"], "positions_angstrom": [[-0.84, -0.51, -0.06], [5.17, -1.16, 4.73], [3.77, -1.01, 3.73], [3.12, 0.22, 3.65], [2.02, 0.36, 2.84], [1.19, 1.88, 2.81], [1.50, -0.70, 2.04], [0.52, -0.46, 1.25], [2.14, -1.96, 2.23], [1.62, -3.20, 1.69], [0.53, -3.38, 1.17], [3.27, -2.08, 3.04], [3.47, 1.07, 4.22], [2.27, -4.08, 1.88], [3.75, -3.05, 3.14], [-2.34, -3.04, 2.17], [-2.17, -2.37, 0.49], [-1.91, -3.84, -0.53], [-3.88, -1.88, 0.03], [-3.84, -1.52, -1.45], [-2.45, -0.35, -1.74], [-1.87, -0.72, -3.41], [-3.31, 1.23, -1.93], [-2.90, -3.97, 2.11], [-2.88, -2.35, 2.81], [-1.35, -3.25, 2.58], [-2.80, -4.46, -0.50], [-1.06, -4.40, -0.13], [-1.70, -3.58, -1.57], [-4.16, -1.02, 0.64], [-4.58, -2.69, 0.25], [-4.78, -1.08, -1.79], [-3.67, -2.42, -2.05], [-2.74, -0.76, -4.07], [-1.36, -1.68, -3.44], [-1.20, 0.07, -3.75], [-3.95, 1.15, -2.81], [-2.60, 2.05, -2.08], [-3.94, 1.44, -1.06], [5.79, 3.93, -1.51], [4.47, 3.57, -1.61], [3.90, 3.31, -2.86], [2.58, 2.91, -2.96], [1.81, 2.78, -1.81], [2.36, 3.04, -0.56], [3.68, 3.42, -0.46], [0.15, 2.30, -1.92], [-0.25, 2.27, -3.30], [-0.64, 3.07, -1.00], [0.07, 0.75, -1.34], [0.79, -0.24, -1.89], [0.39, -1.41, -1.33], [1.03, -2.53, -1.67], [2.03, -2.49, -2.62], [2.34, -1.25, -3.17], [1.73, -0.13, -2.83], [6.27, 4.23, -2.33], [6.12, 4.31, -0.64], [4.50, 3.42, -3.76], [2.14, 2.70, -3.93], [1.75, 2.95, 0.33], [4.11, 3.63, 0.52], [0.72, -3.44, -1.18], [2.55, -3.39, -2.91], [3.11, -1.17, -3.93], [-3.70, 3.63, 5.37], [-3.29, 3.00, 4.50], [-2.78, 2.21, 3.42], [-2.34, 0.91, 3.65], [-1.85, 0.19, 2.58], [-1.82, 0.66, 1.32], [-2.22, 1.92, 1.12], [-2.71, 2.72, 2.14], [-2.34, 0.48, 4.64], [-1.43, -0.79, 2.73], [-2.09, 2.31, 0.13], [-3.00, 3.74, 1.92]], "mulliken_charge": [0.509, -0.211, -0.035, -0.780, 0.927, -0.186, -1.378, 0.427, 1.470, -0.791, -0.508, -1.229, 0.512, 0.255, 0.400, -1.476, 1.300, -1.639, -0.908, -1.161, 1.635, -1.424, -1.385, 0.531, 0.432, 0.295, 0.509, 0.415, 0.247, 0.373, 0.604, 0.588, 0.432, 0.581, 0.230, 0.330, 0.564, 0.304, 0.384, -0.492, 1.082, -0.898, -0.207, -0.661, -0.398, -0.837, 1.421, -0.777, -0.887, -0.006, 0.265, 1.007, -0.193, -1.077, -0.557, -0.378, 0.213, 0.215, 0.305, 0.500, 0.428, 0.319, 0.493, 0.459, 0.500, -0.435, -0.299, 0.627, -1.283, -0.290, 1.382, -0.394, -1.217, 0.549, 0.402, 0.394, 0.583], "multiplicity": 2, "total_charge": 1, "mol_weight_g_mol": 749.38, "lumo_energy_ev": [-3.246, -3.461], "e_homo_ev": [-10.328, -10.340], "energy_ev": -136564.2583, "homo_lumo_gap_ev": [7.1, 6.9]}